[1]
The following is a quantum chemistry calculation of C5H16N3 as an isolated structure at a distorted geometry, from OMol25.

Geometry as XYZ:
```
24
C5H16N3 (wB97M-V/def2-TZVPD)
N 0.43 0.83 -0.84
N -1.67 -0.05 0.94
N 2.09 0.24 1.73
C -0.11 -0.18 -1.78
C 1.86 0.95 -0.58
C -3.05 0.46 1.06
C -0.80 -1.29 -1.07
C 2.48 -0.07 0.36
H 2.26 0.94 -1.60
H -0.24 0.91 -0.09
H -0.15 -2.12 -0.84
H -1.53 -0.85 1.57
H 0.71 -0.55 -2.40
H 2.30 -1.09 0.04
H -0.71 0.40 -2.49
H 2.64 -0.26 2.42
H -1.70 -1.67 -1.54
H 1.99 1.97 -0.23
H 1.11 0.04 1.84
H -3.66 -0.01 1.83
H -2.95 1.51 1.32
H -1.39 -0.62 -0.04
H 3.56 0.16 0.32
H -3.47 0.36 0.06
```

## Properties
max |F| = 2.91 eV/A
HOMO level = -12.70 eV
charge = +1
Kohn-Sham gap = 5.236 eV
ΔE to the lowest compared entry with this formula, charge and spin = 151.1 kcal/mol
electronic energy = -363.93461 Eh


[2]
The following is a quantum chemistry calculation of C5H9FeO3 as an isolated structure at a distorted geometry, from OMol25.

Geometry as XYZ:
```
18
C5H9FeO3 (wB97M-V/def2-TZVPD)
Fe -3.81 -1.40 -0.70
O -1.27 0.63 0.19
O 0.40 -0.60 -0.54
O -1.73 -1.29 -0.79
C -0.98 2.75 1.27
C 0.96 -1.65 -1.25
C -0.91 -0.47 -0.41
C 2.23 -1.96 -1.00
C -0.27 1.59 0.63
H -0.23 3.48 1.60
H -1.57 2.44 2.14
H 2.89 -1.28 -0.45
H 2.68 -2.79 -1.55
H 0.31 1.90 -0.25
H 0.26 -2.28 -1.79
H 2.28 -3.42 1.03
H -1.65 3.26 0.55
H 0.40 1.09 1.33
```

## Properties
multiplicity = 5
expectation value of S² = 6.019
max |F| = 1.53 eV/A
HOMO level (alpha / beta) = -1.44 / -1.44 eV
charge = -1
Kohn-Sham gap (alpha / beta) = 4.344 / 4.340 eV
electronic energy = -1685.14851 Eh


[3]
The following is a quantum chemistry calculation of an isolated ion of composition C11H24N3 and charge +1 at a distorted geometry, from OMol25.

Geometry as XYZ:
```
38
C11H24N3 (wB97M-V/def2-TZVPD)
N 0.30 -1.63 0.27
N 0.47 -1.58 1.63
N -1.42 0.31 -0.33
C 2.15 1.60 -0.65
C -0.84 -2.60 -1.70
C 1.46 -0.60 -0.35
C -1.47 2.13 1.90
C -0.31 1.28 -0.22
C -1.35 -3.12 0.76
C 2.75 -1.30 -0.43
C -0.56 2.52 -1.17
C -0.15 1.78 1.27
C -0.58 -2.46 -0.26
C 1.07 0.64 -0.54
H -2.17 0.69 -0.85
H -0.32 -3.56 -1.91
H 2.01 2.57 -0.16
H 0.29 2.70 1.35
H -1.57 2.85 -0.95
H 2.58 -2.38 -0.33
H -0.31 -1.88 -2.16
H -1.39 2.39 2.88
H 0.10 3.41 -0.85
H 3.43 -0.89 0.35
H -0.39 -1.39 2.14
H -1.92 -3.91 0.45
H -2.04 3.04 1.39
H 2.48 1.95 -1.69
H -1.78 0.10 0.54
H -2.30 1.29 1.74
H -0.81 -3.54 1.66
H -0.42 2.24 -2.30
H -1.93 -2.71 -1.88
H 3.08 1.19 -0.21
H 1.13 -0.99 1.98
H 0.28 1.07 1.96
H 3.14 -1.11 -1.43
H -2.01 -2.30 1.14
```

## Properties
max |F| = 6.31 eV/A
SMILES string = CC[C@](C)(N)/C(C)=C(/C)[N+](N)=C(C)C
HOMO level = -12.81 eV
charge = +1
Kohn-Sham gap = 10.084 eV
ΔE to the lowest compared entry with this formula, charge and spin = 37.0 kcal/mol
electronic energy = -597.42305 Eh


[4]
The following is a quantum chemistry calculation of a 2-piece molecular cluster, C6H12O overall at a distorted geometry, from OMol25.

Geometry as XYZ:
```
19
C6H12O (wB97M-V/def2-TZVPD)
O 1.57 -0.76 -2.27
C 0.39 -1.14 2.08
C -0.33 -0.44 0.98
C 0.12 1.97 -1.16
C -0.77 1.71 -0.19
C -1.11 -1.20 -0.03
C -0.29 0.90 0.94
H -0.08 2.49 -2.09
H -1.56 -2.10 0.40
H 1.12 1.59 -1.04
H -0.12 -1.20 3.05
H 1.29 -0.42 -3.11
H -2.00 -0.65 -0.36
H -1.76 2.13 -0.29
H 2.09 -0.07 -1.83
H 0.01 1.52 1.78
H -0.55 -1.49 -0.91
H 0.62 -2.19 1.89
H 1.36 -0.65 2.18
```

## Properties
max |F| = 1.76 eV/A
SMILES string = C=CC=C(C)C.O
HOMO level = -8.85 eV
Kohn-Sham gap = 9.705 eV
ΔE to the lowest compared entry with this formula, charge and spin = 44.1 kcal/mol
electronic energy = -310.98902 Eh


[5]
The following is a quantum chemistry calculation of C39H59ClHfN6O2Si as an isolated structure, from OMol25.

Geometry as XYZ:
```
109
C39H59ClHfN6O2Si (wB97M-V/def2-TZVPD)
Hf -1.44 1.00 -0.74
Cl 7.88 0.39 1.31
Si -1.08 3.94 -1.11
O 3.52 -3.40 -0.05
O -2.45 -0.49 -1.29
N 2.74 2.36 -0.66
N 1.02 -2.32 -1.52
N 2.57 1.08 -1.30
N 1.01 -2.61 -0.19
N -3.34 2.26 -1.12
N 0.23 -0.58 -0.34
C 2.84 -5.87 -1.40
C -1.89 4.02 1.68
C -0.63 5.71 -1.28
C -4.15 2.10 0.14
C -5.44 2.39 -2.55
C -0.02 7.84 -0.32
C 2.89 -4.28 2.18
C -0.75 6.33 -2.53
C 3.09 -2.92 2.89
C 0.54 -1.58 0.49
C -2.06 3.49 2.95
C -0.62 1.66 2.43
C 5.55 -2.63 2.46
C 4.14 -0.75 2.08
C 2.72 -4.35 0.64
C 6.51 -0.56 1.74
C -0.47 2.44 -2.07
C -0.24 6.48 -0.18
C 6.66 -1.89 2.10
C -2.49 -2.91 -1.30
C 4.27 -2.09 2.44
C -2.95 3.70 -1.41
C 1.26 -4.00 0.23
C -6.06 2.92 -1.25
C -0.52 7.69 -2.67
C -1.46 2.29 3.31
C -0.16 8.45 -1.56
C 3.02 -5.80 0.13
C -2.98 -1.65 -0.61
C -2.56 -1.61 0.89
C 5.25 0.01 1.74
C -0.42 2.20 1.15
C 4.47 -6.20 0.44
C 0.56 -1.11 -1.57
C -5.66 2.02 -0.08
C -4.50 -1.63 -0.67
C -4.11 1.68 -2.28
C 2.08 -6.82 0.79
C -1.09 3.37 0.73
H -0.05 0.79 2.74
H 2.70 1.23 -2.29
H 0.01 9.51 -1.66
H -6.11 1.65 -2.99
H 3.26 -3.16 3.94
H -3.42 -1.80 1.53
H -5.98 1.00 -0.31
H -3.18 3.92 -2.46
H 1.79 -6.00 -1.70
H -5.74 3.95 -1.06
H -0.83 2.47 -3.10
H 3.76 -4.88 2.46
H -2.37 4.96 1.42
H 0.45 -1.55 1.56
H -2.82 -3.79 -0.76
H 4.44 -3.69 -0.03
H 2.17 -2.32 2.87
H 0.56 -4.24 1.03
H 3.62 2.78 -0.90
H -2.67 4.03 3.68
H -0.61 8.16 -3.64
H 3.15 -0.29 2.07
H 3.38 -6.74 -1.79
H 0.28 8.43 0.54
H -6.16 2.32 0.84
H 2.30 -7.82 0.40
H 4.68 -6.26 1.51
H 7.65 -2.33 2.11
H 4.65 -7.19 0.02
H -2.90 -2.96 -2.31
H 0.43 -0.58 -2.50
H 5.20 -5.53 -0.02
H -1.81 -2.37 1.12
H -7.15 2.95 -1.34
H 5.69 -3.67 2.77
H -2.15 -0.63 1.17
H -3.55 4.40 -0.82
H 5.16 1.07 1.51
H -1.03 5.74 -3.40
H -3.46 1.73 -3.15
H 2.02 -4.76 2.62
H -5.33 3.19 -3.27
H -1.40 -2.92 -1.39
H -4.85 -1.60 -1.71
H 2.19 -6.85 1.87
H 3.23 -4.98 -1.90
H 3.30 0.42 -1.03
H -3.83 1.18 0.66
H -4.89 -2.54 -0.21
H -0.11 6.02 0.80
H -4.91 -0.78 -0.13
H 0.62 2.34 -2.08
H 1.00 -4.57 -0.65
H -4.28 0.64 -2.06
H 1.02 -6.62 0.55
H 2.76 2.19 0.34
H -1.63 1.87 4.30
H -3.93 2.94 0.79
H 0.43 1.84 0.54
```

## Properties
max |F| = 0.86 eV/A
HOMO level = -12.61 eV
charge = +2
Kohn-Sham gap = 6.605 eV
ΔE to the lowest compared entry with this formula, charge and spin = 50.1 kcal/mol
electronic energy = -2797.76574 Eh


[6]
The following is a quantum chemistry calculation of one molecule with the formula C3H5NO2, from OMol25.

Geometry as XYZ:
```
11
C3H5NO2 (wB97M-V/def2-TZVPD)
O 0.90 0.45 -0.22
O 2.36 0.00 1.46
N -1.32 0.47 0.41
C -1.56 -0.47 -0.68
C -0.15 0.85 0.62
C 2.02 -0.08 0.32
H 2.55 -0.63 -0.47
H -0.65 -0.76 -1.21
H -2.25 -0.02 -1.39
H -2.03 -1.36 -0.26
H 0.13 1.52 1.43
```

## Properties
max |F| = 0.52 eV/A
SMILES string = C/N=C\OC=O
HOMO level = -10.44 eV
Kohn-Sham gap = 11.340 eV
ΔE to the lowest compared entry with this formula, charge and spin = 32.7 kcal/mol
electronic energy = -322.52218 Eh


[7]
The following is a quantum chemistry calculation of C32H47GeKN3O2Sb as an isolated structure at a distorted geometry, from OMol25.

Geometry as XYZ:
```
87
C32H47GeKN3O2Sb (wB97M-V/def2-TZVPD)
Sb 2.46 -0.61 -0.84
Ge -2.69 3.49 -1.70
K -1.37 -0.98 1.36
O -0.09 1.33 0.45
O -0.69 -3.54 1.41
N -3.77 0.17 0.58
N -2.39 -2.37 -0.78
N 0.88 -1.43 4.86
C -2.42 -3.59 -1.09
C -2.49 3.29 3.17
C -3.40 3.98 -3.50
C -4.30 -0.71 -0.34
C 0.03 -5.64 0.91
C -3.04 2.69 2.05
C 2.87 1.49 -0.57
C 4.82 -0.13 -3.08
C -3.01 1.23 -0.04
C 2.80 -2.41 3.79
C -0.84 2.02 1.30
C -1.56 -4.66 -0.58
C 1.19 0.55 -3.54
C -0.29 2.67 2.44
C -0.76 -4.52 0.63
C -3.89 2.16 -0.93
C 1.45 -0.23 4.72
C 3.49 -1.23 3.81
C 0.09 -6.79 0.22
C 0.98 -0.40 -2.37
C 1.51 -2.45 4.35
C 4.85 -1.08 3.22
C 4.36 -1.03 -1.94
C -2.50 5.08 -0.61
C 2.76 -0.12 4.30
C -1.40 -5.85 -1.32
C -0.91 2.85 -2.07
C -2.29 1.99 1.13
C 3.80 1.81 0.59
C -0.61 -6.91 -1.00
C -1.12 3.27 3.35
C -3.41 -1.48 -1.34
H 4.93 0.94 -2.84
H 4.16 -0.16 -3.98
H 3.30 1.64 1.56
H 4.01 2.87 0.71
H 4.96 -0.09 2.68
H -0.39 2.24 -1.28
H -4.39 4.36 -3.27
H 1.75 -0.02 -4.38
H 5.66 -1.28 3.90
H -2.78 4.62 -4.12
H 0.13 0.00 -1.74
H 0.63 -5.56 1.81
H -3.56 3.01 -4.04
H 0.76 -1.42 -2.75
H 5.75 -0.52 -3.49
H -2.89 -0.75 -2.06
H 0.32 0.93 -3.98
H -1.07 2.23 -2.93
H -4.32 1.49 -1.69
H 3.18 -3.28 3.18
H 5.18 -0.99 -1.20
H -3.25 -4.07 -1.84
H 1.88 1.81 -0.40
H 0.97 -3.38 4.46
H 3.21 0.87 4.21
H 0.85 2.69 2.56
H -4.70 2.63 -0.39
H 4.73 1.25 0.64
H -1.96 -5.83 -2.25
H 4.38 -2.06 -2.29
H 0.79 -7.59 0.42
H -0.60 3.72 4.25
H -3.13 3.88 3.82
H -4.09 2.73 1.83
H -5.10 -0.36 -1.01
H -0.52 -7.76 -1.65
H 4.93 -1.85 2.43
H -2.40 4.87 0.47
H -4.87 -1.53 0.19
H -2.17 0.87 -0.66
H 3.29 1.85 -1.44
H -3.38 5.72 -0.84
H -0.30 3.66 -2.37
H -4.05 -2.04 -2.06
H 0.87 0.64 5.04
H 1.82 1.40 -3.33
H -1.59 5.71 -0.87
```

## Properties
max |F| = 3.50 eV/A
HOMO level = -0.32 eV
charge = -2
Kohn-Sham gap = 4.529 eV
ΔE to the lowest compared entry with this formula, charge and spin = 21.8 kcal/mol
electronic energy = -4479.30833 Eh


[8]
The following is a quantum chemistry calculation of a 2-piece molecular cluster, C4H8FNOS overall at a distorted geometry, from OMol25.

Geometry as XYZ:
```
16
C4H8FNOS (wB97M-V/def2-TZVPD)
S -1.25 0.50 -1.66
F -0.25 0.81 2.21
O 1.78 -0.59 -0.90
N 0.84 -1.53 1.04
C -0.99 0.30 1.08
C 1.18 0.62 -0.21
C -0.29 0.31 -0.25
C -0.46 -0.99 0.50
H 1.44 0.75 0.83
H 0.26 0.42 -2.89
H 2.86 -0.57 -0.95
H -1.98 0.53 1.04
H 1.64 -1.21 0.36
H 0.83 -1.08 1.98
H -1.20 -1.70 0.26
H 1.55 1.58 -0.78
```

## Properties
max |F| = 5.29 eV/A
HOMO level = -8.56 eV
Kohn-Sham gap = 7.673 eV
ΔE to the lowest compared entry with this formula, charge and spin = 124.3 kcal/mol
electronic energy = -785.04973 Eh